Entry from OMol25: a molecular structure, C2H6N4O (ωB97M-V/def2-TZVPD).

## Properties
* highest occupied orbital energy: -8.14 eV
* energy relative to the best compared isomer or geometry (same formula, charge and spin): 157.3 kcal per mole
* spin multiplicity: 1
* max |F|: 5.9 eV/Å
* electronic energy: -10173.239 eV
* Kohn-Sham gap: 8.75 eV

Element x y z (Å)
1 C 0.7022 0.6052 -0.5810
2 C -1.4532 0.8601 0.9308
3 H 2.3705 -2.2745 -0.3687
4 H 1.4276 -1.8067 -1.6582
5 H 0.9303 1.5476 -0.3423
6 H 0.2356 -1.8032 -0.1553
7 H -2.5572 0.4875 0.8679
8 H -0.3274 2.4516 1.5563
9 N 1.3994 -1.7414 -0.6441
10 N 1.7229 -0.2051 -0.7074
11 N -0.4942 0.2200 -0.1234
12 N -1.3129 1.9868 1.4971
13 O -0.8475 -1.1520 -0.2693

Atom charges from the Löwdin analysis, given in e for atoms 1 to 2: atom 1 (C): -0.2114, atom 2 (C): -0.1741



Entry from OMol25: a molecular structure, C33H23F3N3O10SbTi (ωB97M-V/def2-TZVPD).

## Properties
* highest occupied orbital energy: -14.21 eV
* spin multiplicity: 1
* max |F|: 3.0 eV/Å
* electronic energy: -97321.578 eV
* net charge: +2
* Kohn-Sham gap: 6.25 eV

Element x y z (Å)
1 Ti 0.7511 0.4110 -0.8654
2 C 1.8391 0.5670 5.7792
3 O 2.7196 -0.3550 5.1478
4 C 2.7209 -0.5211 3.8550
5 C 3.6330 -1.4722 3.3151
6 C 3.6564 -1.7542 1.9857
7 C 2.7552 -1.1262 1.0737
8 C 2.6598 -1.5029 -0.2872
9 C 3.6213 -2.4353 -0.9353
10 O 1.6924 -1.0691 -1.0242
11 C 1.8982 -0.1021 1.6156
12 O 1.0997 0.5991 0.8181
13 C 1.8941 0.1841 2.9664
14 H 2.1045 0.5556 6.8351
15 H 0.7978 0.2524 5.6684
16 H 1.9708 1.5767 5.3805
17 H 4.3017 -1.9648 4.0019
18 H 4.3551 -2.4889 1.6160
19 H 3.5163 -3.4500 -0.5482
20 H 4.6503 -2.1208 -0.7667
21 H 3.4295 -2.4558 -2.0076
22 H 1.2363 0.9629 3.3216
23 F -7.1177 1.8944 -2.5755
24 C -5.9253 1.3434 -2.3891
25 C -5.8491 0.0673 -1.8462
26 C -4.6051 -0.5038 -1.6584
27 C -3.4627 0.2073 -2.0141
28 C -3.5503 1.4854 -2.5527
29 C -4.7923 2.0631 -2.7420
30 Sb -1.5419 -0.7115 -1.7584
31 C -1.6727 -1.3322 0.2986
32 C -0.5902 -2.0541 0.7924
33 C -0.4005 -2.1811 2.1563
34 C -1.3054 -1.5683 3.0108
35 F -1.0553 -1.5936 4.3270
36 C -2.4277 -0.9076 2.5411
37 C -2.6042 -0.7870 1.1718
38 C -1.4804 -2.5583 -2.8724
39 C -0.2304 -3.1468 -3.0426
40 C -0.1195 -4.3343 -3.7415
41 C -1.2680 -4.9051 -4.2745
42 F -1.1636 -6.0498 -4.9387
43 C -2.5144 -4.3087 -4.1421
44 C -2.6162 -3.1207 -3.4407
45 H -6.7582 -0.4516 -1.5856
46 H -4.5159 -1.4977 -1.2363
47 H -2.6524 2.0284 -2.8310
48 H -4.8943 3.0519 -3.1616
49 H 0.0818 -2.5601 0.1047
50 H 0.4255 -2.7389 2.5689
51 H -3.1339 -0.4812 3.2378
52 H -3.4702 -0.2570 0.7928
53 H 0.6608 -2.6615 -2.6435
54 H 0.8329 -4.8197 -3.8882
55 H -3.3795 -4.7718 -4.5908
56 H -3.5732 -2.6286 -3.3515
57 O 1.9675 6.4986 2.2719
58 N 2.6615 6.1139 1.3736
59 O 3.7601 6.4838 1.0732
60 C 2.1014 5.0080 0.5601
61 C 0.8207 4.5568 0.8322
62 C 0.2983 3.4772 0.1242
63 C 1.0449 2.8690 -0.9204
64 O 0.5622 1.9636 -1.7087
65 C 2.4026 3.2798 -1.0488
66 C 2.9246 4.3509 -0.3505
67 N 3.2071 2.3910 -1.8429
68 O 4.0564 2.7929 -2.5664
69 O 2.9400 1.1857 -1.6511
70 N -0.8969 2.8212 0.5532
71 O -1.0855 1.6696 0.1067
72 O -1.6108 3.3428 1.3521
73 H 0.2578 5.0284 1.6288
74 H 3.9557 4.6664 -0.4610

Atom charges from the Löwdin analysis, given in e for atoms 1 to 2: atom 1 (Ti): 1.0143, atom 2 (C): -0.0094



Entry from OMol25: C5H6S in the gas phase (ωB97M-V/def2-TZVPD).

## Properties
* SMILES: C#C[C@H]1S[C@@H]1C
* highest occupied orbital energy: -9.04 eV
* energy relative to the best compared isomer or geometry (same formula, charge and spin): 51.7 kcal per mole
* spin multiplicity: 1
* max |F|: 3.6 eV/Å
* electronic energy: -16114.297 eV
* Kohn-Sham gap: 9.57 eV

Element x y z (Å)
1 C -2.1782 1.3893 1.7326
2 C -1.1613 0.9902 1.2591
3 C -0.0058 0.3702 0.6991
4 S 0.3627 -1.4964 1.0905
5 C 0.0910 -0.7175 -0.4584
6 C 1.1811 -0.5287 -1.4891
7 H -2.8722 1.7408 2.4442
8 H 0.8851 0.8772 0.8372
9 H -0.8428 -0.9483 -0.8207
10 H 1.4743 -1.5187 -1.9903
11 H 0.9145 0.2518 -2.2900
12 H 2.1515 -0.4099 -1.0142

Atom charges from the Löwdin analysis, given in e for atoms 1 to 2: atom 1 (C): 0.1192, atom 2 (C): -0.1642



Entry from OMol25: C6H12O in the gas phase (ωB97M-V/def2-TZVPD).

## Properties
* highest occupied orbital energy: -8.63 eV
* energy relative to the best compared isomer or geometry (same formula, charge and spin): 84.6 kcal per mole
* spin multiplicity: 1
* max |F|: 0.4 eV/Å
* electronic energy: -8460.686 eV
* Kohn-Sham gap: 8.56 eV

Element x y z (Å)
1 C -0.7661 1.4862 2.1161
2 C -0.9561 0.7872 0.7758
3 C -0.4513 -0.6655 0.7601
4 C -0.1627 -1.0783 -0.7019
5 C 1.1500 -0.5341 -1.0967
6 C 1.4148 -0.4442 -2.5362
7 O 0.7264 -0.8416 1.5084
8 H -1.1600 2.5075 2.0815
9 H 0.2971 1.5309 2.3657
10 H -1.2698 0.9495 2.9271
11 H -0.4154 1.3549 0.0025
12 H -2.0147 0.7927 0.4802
13 H -1.2052 -1.3222 1.2119
14 H -1.0029 -0.8843 -1.3920
15 H 0.0221 -2.1702 -0.7416
16 H 0.9101 -1.1660 -3.1951
17 H 2.4803 -0.3641 -2.7696
18 H 0.9814 0.5501 -2.7593
19 H 1.4324 -0.5397 0.8983

Atom charges from the Löwdin analysis, given in e for atoms 1 to 2: atom 1 (C): -0.1064, atom 2 (C): -0.2206



Question: Which formula does entry 4 have?
Answer: C6H12O